Here is a 4-piece molecular cluster, C33H48ClN2O11 overall from the OMol25 dataset. Energies are from the ωB97M-V functional and the def2-TZVPD basis.

Geometry as ORCA input:
```
! wB97M-V def2-TZVPD RIJCOSX def2/J DEFGRID3
* xyz 1 1
C -4.23094 1.84710 6.00485
C -3.53645 0.92573 5.00622
C -2.15611 0.93764 4.86905
C -1.50867 0.08207 3.98666
C -2.22756 -0.80282 3.21690
C -1.59545 -1.78342 2.25823
C -1.07143 -1.20598 0.96301
C -1.22084 -0.03431 0.30726
C -2.01299 1.16463 0.75325
C -1.08433 2.43709 0.78555
C -1.54829 3.47848 1.81871
Cl 0.58980 1.90751 1.33105
N -0.48035 -0.16505 -0.88142
C -0.35314 0.81340 -1.96682
C 1.07413 1.42552 -2.10332
O 0.93706 2.85463 -2.08363
C 0.07976 -1.34818 -0.87394
O 0.85910 -1.72367 -1.89736
C 0.28103 -2.84985 -2.63145
C 0.50025 -2.59638 -4.14705
C -0.90013 -2.53486 -4.82449
O 1.29501 -3.63604 -4.69892
N -0.20821 -2.04678 0.21870
C 0.23554 -3.37905 0.58511
C 1.37007 -3.36590 1.66086
O 1.61445 -4.39333 2.23059
O 2.01127 -2.17322 1.89979
C -3.61545 -0.78334 3.33577
C -4.28251 0.05348 4.20324
H -3.46240 2.18525 6.71568
H -4.76097 2.68289 5.53878
H -4.90845 1.21783 6.60254
H -1.58831 1.64173 5.48276
H -0.41460 0.09429 3.89802
H -0.73549 -2.23672 2.78919
H -2.28720 -2.62517 2.09130
H -2.76045 1.37210 -0.03572
H -2.54265 1.04075 1.69659
H -0.92798 2.85957 -0.21140
H -1.67864 2.96398 2.77951
H -0.71499 4.17957 1.96132
H -2.45153 3.97945 1.45112
H -1.11141 1.59075 -1.89936
H -0.56730 0.28091 -2.93003
H 1.74023 1.09982 -1.29760
H 1.47805 1.19513 -3.10403
H 0.35490 3.09464 -2.81784
H -0.78029 -2.99447 -2.39195
H 0.80658 -3.79106 -2.40529
H 1.01069 -1.62644 -4.24797
H -1.31129 -3.55351 -4.78596
H -1.53164 -1.85679 -4.23465
H -0.77563 -2.18651 -5.85673
H 1.43124 -3.37901 -5.62088
H 0.63675 -3.92592 -0.27540
H -0.63749 -3.92413 0.96120
H 1.44069 -1.65148 2.49486
H -4.21115 -1.46140 2.71540
H -5.37018 0.05603 4.27817
O 2.74024 -0.48712 -5.19805
C 3.63797 -0.68407 -4.42145
O 4.81323 -0.02803 -4.47303
C 5.71538 -0.55952 -3.48337
C 4.82183 -1.21951 -2.44797
C 3.65062 -1.69917 -3.29760
H 6.38485 -1.27098 -3.97086
H 6.30871 0.24928 -3.06320
H 5.31915 -2.01220 -1.89191
H 4.47372 -0.47349 -1.72972
H 3.82802 -2.69134 -3.71690
H 2.71149 -1.68033 -2.74795
O 1.39333 -0.35923 4.42257
C 1.60721 0.03070 5.54094
O 2.61937 0.86036 5.84754
C 2.67928 1.05452 7.27430
C 1.28658 0.71888 7.77724
C 0.84229 -0.35246 6.78904
H 3.44184 0.38847 7.68245
H 2.96071 2.08284 7.48848
H 1.27006 0.39716 8.81670
H 0.63836 1.59316 7.68656
H 1.15260 -1.35151 7.10013
H -0.23033 -0.32623 6.61208
O -1.94209 0.84930 -3.88064
C -1.67519 1.62896 -4.75802
O -1.31220 2.90754 -4.50909
C -1.16082 3.62318 -5.75657
C -0.91946 2.54689 -6.80008
C -1.72529 1.37592 -6.24618
H -2.07497 4.18904 -5.94296
H -0.32805 4.31809 -5.67745
H -1.21140 2.84917 -7.80351
H 0.13969 2.28363 -6.82356
H -2.76624 1.40297 -6.57298
H -1.27422 0.41799 -6.49301
*
```

Results
F_max, eV/A: 2.3
HOMO, Eh: -0.4162
Kohn-Sham gap, eV: 9.6

=====

Here is C33H48LaN3O2P as an isolated structure from the OMol25 dataset. Energies are from the ωB97M-V functional and the def2-TZVPD basis.

Geometry as ORCA input:
```
! wB97M-V def2-TZVPD RIJCOSX def2/J DEFGRID3
* xyz 2 2
C 2.29190 -1.63494 -1.93648
N 1.45223 -2.20519 -0.98332
C 1.87588 -3.32088 -0.33016
C 3.08655 -3.94514 -0.59351
C 3.95937 -3.34025 -1.50291
C 3.55690 -2.21241 -2.18513
La -0.47407 -1.00983 0.08315
C -2.60213 0.29329 -0.02647
O -3.49619 1.02683 -0.06938
C 0.95486 -3.87922 0.73790
N 0.19911 -2.80502 1.46845
C 1.04170 -2.20650 2.57288
C 2.12369 -1.26280 2.04985
C 1.88468 -0.46316 -2.62460
P 0.40610 0.44593 -2.30461
C -0.62450 0.21586 -3.90801
C -0.08309 1.10686 -5.03306
C 1.06858 2.21389 -1.91441
C -0.14045 3.15249 -1.70013
C 1.94786 2.16085 -0.65062
C 1.95976 2.68836 -3.06758
C -0.49905 -1.24307 -4.38149
C -2.10033 0.55318 -3.60790
C -1.10544 -3.27392 2.00242
C -2.02814 -3.75545 0.88521
H 3.31229 -4.86790 -0.05823
H 4.94989 -3.75628 -1.65703
H 4.18924 -1.69961 -2.91164
H 2.59298 -0.08275 -3.37058
H 2.36637 3.16737 -0.47817
H 1.38082 1.89684 0.25585
H 2.78565 1.45802 -0.76722
H 2.30322 3.71051 -2.84801
H 2.84541 2.04745 -3.16182
H 1.44789 2.71395 -4.03487
H 0.21030 4.12187 -1.30697
H -0.68446 3.34467 -2.64084
H -0.84942 2.74528 -0.96149
H -0.65456 0.91351 -5.95555
H -0.18077 2.17879 -4.81844
H 0.96825 0.87310 -5.25676
H 0.54086 -1.48226 -4.63828
H -0.84140 -1.96314 -3.62603
H -1.11440 -1.37856 -5.28588
H -2.23112 1.57586 -3.22830
H -2.68692 0.45087 -4.53586
H -2.53303 -0.13278 -2.86521
H 0.26785 -4.58510 0.25399
H 1.55637 -4.47152 1.44241
H 0.35780 -1.67090 3.24965
H 1.46791 -3.04337 3.15223
H -1.55680 -2.43228 2.55877
H -0.92500 -4.07342 2.73803
H -3.01226 -3.99957 1.30742
H -2.22445 -3.00960 0.08232
H -1.67239 -4.67788 0.40595
H 2.57516 -0.72874 2.89673
H 2.93339 -1.79768 1.53521
H 1.73185 -0.47871 1.35687
C -5.55576 -3.82477 -1.63037
H -5.45278 -4.79691 -1.13668
H -5.82106 -4.00103 -2.68354
H -6.37879 -3.28588 -1.15141
O -4.36484 -3.04970 -1.45684
H -3.90166 -3.04871 -2.30082
C -1.17067 5.83444 1.79713
C 0.20003 5.53058 1.78578
C 0.62835 4.21396 1.94689
C -0.30649 3.16522 2.14020
C -1.68827 3.48914 2.11259
C -2.10705 4.80771 1.97817
N 0.11462 1.86256 2.33219
C 0.33856 1.38848 3.60842
C 1.56310 1.62507 4.29194
C 1.71703 1.25380 5.62654
C 0.66810 0.61967 6.30752
C -0.51525 0.31116 5.62489
C -0.66366 0.63712 4.28208
H -1.50112 6.87413 1.69976
H 0.94505 6.32342 1.66744
H 1.68805 3.95138 1.96481
H -2.39167 2.66597 2.24383
H -3.17202 5.04107 2.02505
H 2.35163 2.14463 3.74281
H 2.65564 1.47746 6.13819
H 0.76369 0.39552 7.37123
H -1.34131 -0.18114 6.14597
H -1.57376 0.40990 3.71793
*
```

Results
F_max, eV/A: 7.0
HOMO (spin up / spin down), Eh: -0.4222 / -0.4226
<S²>: 0.782
Kohn-Sham gap (spin up / spin down), eV: 4.4 / 3.6

=====

Here is a single C33H48N4O6 molecule from the OMol25 dataset. Energies are from the ωB97M-V functional and the def2-TZVPD basis.

Geometry as ORCA input:
```
! wB97M-V def2-TZVPD RIJCOSX def2/J DEFGRID3
* xyz 0 1
C -5.50039 4.61015 0.52935
H -6.43074 4.52633 1.08618
H -5.60537 4.05447 -0.39967
H -5.34026 5.65795 0.28607
C -4.33417 4.05742 1.34719
C -4.59761 2.59843 1.71101
H -4.61846 1.98258 0.81469
H -5.55926 2.50631 2.21150
H -3.82959 2.21634 2.37738
C -3.03411 4.22889 0.55537
C -1.77053 3.87153 1.32904
N -1.58178 2.42805 1.38880
C -0.62206 1.85396 2.13555
O -0.01337 2.42854 3.02349
C -0.30307 0.41945 1.67796
N 0.52077 0.59512 0.48909
C -0.01202 0.94414 -0.68798
O -1.21490 0.94178 -0.90720
C 0.98993 1.43041 -1.74308
N 1.68251 2.61961 -1.25994
C 2.64128 2.62650 -0.31029
O 3.13768 1.63666 0.19357
O 2.98088 3.89266 -0.00653
C 4.14077 4.16517 0.82649
C 4.20010 5.69232 0.89242
H 3.33826 6.09033 1.42267
H 5.10195 6.00267 1.41139
H 4.20952 6.10619 -0.11249
C 5.39707 3.61480 0.15199
H 5.34575 2.53138 0.08739
H 6.27423 3.88976 0.73050
H 5.49177 4.02394 -0.85162
C 3.96723 3.57328 2.22514
H 3.03136 3.90213 2.67139
H 3.96677 2.48828 2.17958
H 4.78936 3.89875 2.85644
H 1.20312 3.50221 -1.41250
H 0.38687 1.75778 -2.59469
C 1.95850 0.31541 -2.18361
C 1.31410 -1.04101 -2.08466
C 0.13328 -1.32853 -2.75236
C -0.48304 -2.56172 -2.62641
C 0.08638 -3.54534 -1.82563
C 1.28514 -3.26957 -1.16786
C 1.88223 -2.03409 -1.29459
H 2.80906 -1.83566 -0.77563
H 1.72506 -4.04091 -0.55569
O -0.42744 -4.78891 -1.62027
C -1.63841 -5.13265 -2.25310
C -2.01568 -6.55216 -1.91464
C -1.09897 -7.43127 -1.35799
C -1.46638 -8.73587 -1.07576
C -2.74907 -9.17440 -1.35263
C -3.66763 -8.30089 -1.91119
C -3.30376 -6.99628 -2.18872
H -4.02255 -6.31520 -2.62242
H -4.67091 -8.63662 -2.12902
H -3.03434 -10.19284 -1.13407
H -0.74606 -9.41244 -0.63963
H -0.10044 -7.08460 -1.14420
H -2.44270 -4.45327 -1.93301
H -1.53306 -5.04371 -3.34696
H -1.40635 -2.73726 -3.15533
H -0.32687 -0.57842 -3.37735
H 2.84030 0.33589 -1.54582
H 2.27817 0.51287 -3.20964
H 1.52447 0.67645 0.62149
H -1.22894 -0.07817 1.37452
C 0.43837 -0.37725 2.74013
H -0.20630 -0.45488 3.61809
H 1.32359 0.19146 3.03394
C 0.85439 -1.77772 2.27758
C -0.35509 -2.64255 1.93073
H -1.05444 -2.67589 2.76395
H -0.03827 -3.65846 1.70826
H -0.86997 -2.26014 1.05317
C 1.68697 -2.44549 3.36989
H 2.56148 -1.84486 3.60898
H 2.02367 -3.42712 3.04545
H 1.09699 -2.56769 4.27586
H 1.47081 -1.67945 1.37905
H -1.90530 1.91832 0.56903
H -1.80627 4.25989 2.35251
C -0.51285 4.40406 0.62018
O -0.42287 4.50910 -0.58827
N 0.49900 4.69189 1.45821
H 1.40542 4.85716 1.03806
H 0.47090 4.31882 2.39861
H -3.06630 3.62392 -0.35306
H -2.94391 5.27235 0.24567
H -4.25419 4.63881 2.27319
*
```

Results
F_max, eV/A: 0.7
HOMO, Eh: -0.3098
Kohn-Sham gap, eV: 9.1